No. 1
{"formula": "C49H63CsIN4O2PS", "method": "ωB97M-V with the def2-TZVPD basis set", "elements": ["Cs", "C", "C", "N", "N", "C", "O", "C", "C", "C", "C", "C", "C", "C", "C", "C", "C", "C", "N", "H", "H", "H", "H", "H", "H", "H", "H", "H", "H", "H", "H", "C", "C", "C", "C", "C", "C", "C", "C", "C", "C", "C", "C", "C", "C", "C", "C", "C", "C", "C", "C", "C", "P", "C", "C", "C", "C", "C", "C", "C", "C", "H", "H", "H", "H", "H", "H", "H", "H", "H", "H", "H", "H", "H", "H", "H", "H", "H", "H", "H", "H", "H", "H", "H", "H", "H", "H", "H", "H", "H", "H", "H", "H", "H", "H", "H", "H", "H", "H", "H", "H", "H", "H", "H", "H", "H", "O", "H", "H", "S", "C", "I", "C", "C", "C", "C", "N", "C", "H", "H", "H", "H"], "xyz": [[0.44, 0.09, -1.90], [-5.20, 1.55, -4.30], [-3.96, 0.92, -3.79], [-3.57, 1.01, -2.52], [-4.26, 1.80, -1.78], [-3.56, 2.07, -0.62], [-2.45, 1.58, -0.28], [-4.35, 3.03, 0.22], [-5.42, 3.83, -0.25], [-6.12, 4.63, 0.66], [-5.74, 4.69, 1.97], [-4.69, 3.93, 2.40], [-3.96, 3.14, 1.52], [-3.14, 0.04, -4.68], [-3.34, 0.13, -6.08], [-2.79, -0.90, -6.84], [-2.07, -1.92, -6.24], [-1.91, -1.91, -4.85], [-2.32, -0.89, -4.12], [-5.74, 1.92, -3.42], [-5.88, 0.76, -4.72], [-5.07, 2.37, -5.02], [-5.68, 3.82, -1.31], [-7.01, 5.19, 0.30], [-6.32, 5.33, 2.70], [-4.43, 3.95, 3.46], [-3.13, 2.52, 1.83], [-3.81, 0.98, -6.58], [-3.04, -1.00, -7.89], [-1.68, -2.77, -6.82], [-1.37, -2.66, -4.31], [-0.16, 4.78, -0.05], [1.18, 3.99, -0.12], [2.30, 4.93, 0.37], [1.27, 2.74, 0.62], [0.21, 2.12, 1.32], [0.42, 1.20, 2.38], [-0.73, 1.22, 3.40], [-0.47, 0.53, 4.75], [-1.18, 2.65, 3.68], [1.55, 0.35, 2.27], [2.69, 0.97, 1.66], [2.50, 2.07, 0.81], [4.15, 0.51, 1.74], [4.52, -0.96, 1.73], [4.95, 1.17, 2.94], [1.71, -0.88, 3.13], [2.38, -0.73, 4.35], [2.73, -1.80, 5.14], [2.33, -3.06, 4.80], [1.51, -3.24, 3.66], [1.29, -2.21, 2.76], [0.59, -2.69, 1.14], [1.39, -4.47, 0.63], [0.87, -5.77, 1.15], [2.90, -4.39, 1.03], [1.35, -4.44, -0.89], [-1.27, -3.09, 1.56], [-1.89, -1.70, 1.74], [-1.42, -3.87, 2.85], [-1.92, -3.80, 0.39], [-0.28, 5.29, 0.95], [-1.08, 4.13, -0.16], [-0.21, 5.61, -0.80], [1.31, 3.77, -1.16], [2.32, 4.98, 1.49], [2.08, 5.98, 0.05], [3.31, 4.67, -0.01], [-0.84, 2.38, 1.02], [-1.62, 0.79, 2.91], [0.35, 1.05, 5.27], [-0.23, -0.56, 4.64], [-1.43, 0.57, 5.31], [-0.37, 3.24, 4.11], [-2.06, 2.68, 4.32], [-1.50, 3.21, 2.76], [3.38, 2.51, 0.34], [4.55, 0.94, 0.80], [4.64, -1.34, 2.75], [5.49, -1.08, 1.28], [3.81, -1.64, 1.21], [4.49, 0.87, 3.91], [5.00, 2.29, 2.90], [5.98, 0.76, 2.93], [2.56, 0.27, 4.76], [3.30, -1.68, 6.03], [2.62, -3.91, 5.41], [1.16, -4.25, 3.45], [0.64, -5.81, 2.21], [1.66, -6.51, 0.97], [-0.01, -6.15, 0.60], [3.02, -4.62, 2.08], [3.35, -3.39, 0.84], [3.53, -5.17, 0.43], [0.33, -4.66, -1.29], [2.04, -5.26, -1.22], [1.77, -3.48, -1.26], [-1.46, -1.15, 2.59], [-3.00, -1.78, 1.89], [-1.85, -1.11, 0.81], [-1.34, -3.20, 3.70], [-0.76, -4.72, 2.95], [-2.47, -4.28, 2.93], [-2.02, -3.07, -0.44], [-2.93, -4.11, 0.73], [-1.36, -4.66, 0.00], [2.93, -0.74, -1.70], [3.24, -0.45, -2.65], [3.53, -1.48, -1.44], [-1.61, -5.91, -3.79], [-1.52, -5.24, -2.38], [3.72, 4.62, -5.13], [3.37, 2.55, -5.28], [3.11, 2.01, -6.53], [2.70, 0.69, -6.56], [2.65, -0.05, -5.40], [3.01, 0.46, -4.18], [3.37, 1.75, -4.15], [3.17, 2.61, -7.46], [2.36, 0.33, -7.50], [2.31, -1.07, -5.37], [3.61, 2.13, -3.15]], "e_lumo_ev": [1.0765, 1.0765], "max_force_ev_per_a": 4.46, "energy_ev": -90659.402, "homo_energy_ha": [-0.051, -0.155], "total_charge": -1, "homo_lumo_gap_ha": [0.0905, 0.1949], "multiplicity": 2}

=====

No. 2
{"formula": "C18H27IrN3S2", "method": "ωB97M-V with the def2-TZVPD basis set", "elements": ["Ir", "S", "S", "C", "C", "C", "N", "C", "C", "H", "H", "H", "H", "H", "H", "H", "H", "C", "H", "H", "H", "H", "H", "H", "H", "C", "C", "H", "H", "H", "H", "C", "C", "C", "C", "N", "C", "C", "C", "C", "C", "C", "N", "H", "H", "H", "H", "H", "H", "H", "H"], "xyz": [[-0.18, 0.67, 0.25], [-1.16, -0.86, 1.67], [0.13, 1.27, -2.05], [-0.70, -2.62, 1.41], [-2.91, -1.07, 1.13], [-3.04, -1.20, -0.38], [-2.41, -0.01, -0.97], [-2.30, 0.00, -2.43], [-1.52, 1.25, -2.81], [-3.46, -0.20, 1.51], [-3.26, -1.97, 1.63], [-4.10, -1.24, -0.66], [-2.55, -2.10, -0.76], [-3.31, 0.04, -2.89], [-1.80, -0.91, -2.77], [-2.03, 2.16, -2.49], [-1.34, 1.29, -3.89], [0.84, -0.05, -3.10], [-2.99, 0.79, -0.71], [0.39, -1.04, -2.93], [1.92, -0.08, -2.89], [0.69, 0.27, -4.14], [0.33, -2.75, 1.77], [-0.79, -2.94, 0.37], [-1.37, -3.21, 2.04], [-1.38, 2.05, 0.51], [-0.48, 2.61, 1.59], [-2.33, 1.78, 0.96], [-1.51, 2.77, -0.29], [-0.56, 2.11, 2.56], [-0.93, 3.60, 1.75], [2.78, -2.70, -0.66], [3.98, -2.22, -0.14], [3.99, -0.94, 0.42], [2.80, -0.20, 0.44], [1.63, -0.70, -0.02], [1.63, -1.91, -0.61], [2.68, 1.14, 0.99], [3.63, 1.91, 1.67], [3.19, 3.06, 2.36], [1.90, 3.48, 2.28], [1.00, 2.91, 1.24], [1.42, 1.60, 0.86], [2.71, -3.68, -1.12], [4.88, -2.82, -0.16], [4.87, -0.47, 0.84], [0.68, -2.26, -1.03], [4.64, 1.54, 1.72], [3.91, 3.60, 2.97], [1.50, 4.32, 2.85], [1.02, 3.61, 0.37]], "e_lumo_ev": [-9.9120, -12.9070], "max_force_ev_per_a": 6.62, "energy_ev": -48052.330, "homo_energy_ha": [-0.631, -0.699], "total_charge": 3, "homo_lumo_gap_ha": [0.2670, 0.2245], "multiplicity": 5}

=====

No. 3
{"formula": "C3H13NO3", "method": "ωB97M-V with the def2-TZVPD basis set", "elements": ["C", "N", "C", "O", "C", "H", "H", "H", "H", "H", "H", "H", "H", "H", "H", "H", "O", "H", "H", "O"], "xyz": [[-0.81, 2.22, -1.05], [0.56, 1.78, -1.34], [0.59, 0.50, -2.02], [1.17, -0.46, -1.12], [-1.52, 1.55, 0.14], [-1.49, 2.02, -1.88], [-0.80, 3.30, -0.95], [1.12, 1.85, -0.50], [1.22, 0.50, -2.91], [-0.41, 0.18, -2.31], [1.70, -1.14, -1.49], [-2.55, 1.89, 0.29], [-1.00, 1.78, 1.08], [-1.56, 0.47, 0.03], [2.15, -0.21, 0.78], [2.33, 0.32, 2.20], [2.11, -0.46, 1.71], [-0.76, -5.10, 3.90], [-1.13, -5.31, 2.30], [-0.92, -5.70, 3.14]], "e_lumo_ev": 0.6683, "max_force_ev_per_a": 1.84, "smiles": "CCNCO.O.O", "energy_ev": -10953.602, "homo_energy_ha": -0.335, "homo_lumo_gap_ha": 0.3595}

=====

No. 4
{"formula": "C2H10NS", "method": "ωB97M-V with the def2-TZVPD basis set", "elements": ["N", "H", "H", "H", "H", "C", "C", "S", "H", "H", "H", "H", "H", "H"], "xyz": [[-0.88, -1.66, 1.76], [0.13, -1.55, 1.88], [-1.04, -2.59, 1.35], [-1.21, -0.90, 1.13], [-1.22, -1.87, 2.70], [1.66, -0.33, -0.57], [0.99, 0.99, -0.34], [-0.82, 0.71, -0.61], [1.64, -1.06, 0.24], [1.34, -0.77, -1.52], [2.74, -0.18, -0.72], [1.32, 1.64, -1.16], [1.24, 1.52, 0.58], [-1.21, 1.98, -0.42]], "e_lumo_ev": -3.9923, "max_force_ev_per_a": 2.21, "energy_ev": -14554.596, "homo_energy_ha": -0.492, "total_charge": 1, "homo_lumo_gap_ha": 0.3449}

=====

Table of energy relative to the best compared isomer or geometry (same formula, charge and spin) (kJ/mol), in record order: 151.3; 0.0; 112.9; 45.2